98
Properties=species:S:1:pos:R:3:forces:R:3:mulliken_charge:R:1 method="wB97M-V/def2-TZVPD" smiles="CCCO[C@@H]1[C@@](N)(CCCCO)[C@@](CCCCCOC)([C@H](C)F)[C@H](Br)OS1(=O)=O.COCCOC.COCCOC" homo_lumo_gap_ev=9.5 e_tot_ev=-134477.4581 homo_ev=-9.06
Br 1.3331 -3.2738 0.7502 -0.52 0.61 0.09 -0.095
S -0.9021 -0.2228 2.7151 1.11 2.76 4.21 1.485
F -0.8056 -1.3378 -2.7163 0.09 0.35 0.72 -0.481
O 5.7367 -0.3639 3.4099 0.06 0.24 -0.23 -0.379
O -1.9960 -0.2457 3.7078 1.45 -1.05 -2.54 -0.706
O -2.2110 -6.0551 3.1952 -0.44 -0.26 0.06 -0.353
O -0.3544 -1.7061 2.2463 -1.08 0.80 -0.11 -0.368
O -2.2123 1.7550 1.3453 0.32 -1.03 0.59 -0.047
O 0.2541 0.5401 3.2875 -1.59 -1.88 -1.98 -0.671
O 2.8205 2.0917 -4.0649 -0.14 0.06 -0.24 -0.227
O 3.9688 0.5116 1.2148 0.08 -0.25 0.04 -0.358
O -4.1736 4.2045 -1.3225 -0.05 -0.53 0.52 -0.543
O 3.5563 4.1465 -6.0476 -0.02 0.00 0.32 -0.379
N -3.0005 -1.0577 1.0521 1.15 -0.31 -0.16 -0.355
C -5.1676 3.1702 -1.1420 -0.32 0.23 -1.30 -0.505
C 1.4848 2.1433 -4.5419 0.03 -0.02 0.12 -0.855
C 4.4611 3.2186 -5.4604 -0.17 -0.12 -0.45 -0.495
C 6.8471 0.1315 2.6798 0.00 -0.16 0.10 -0.684
C -1.3677 -5.3149 0.2908 -1.02 -0.33 0.19 -0.594
C 0.5433 0.2975 -1.5737 0.48 0.44 -0.95 -0.780
C 3.5588 0.3156 2.5677 0.08 0.55 -0.04 0.118
C 3.1356 5.1475 -5.1340 -0.02 0.02 -0.14 -0.686
C -0.4905 3.6011 1.6342 0.26 0.86 1.39 0.337
C -1.3468 0.6844 1.1346 0.19 -0.64 -1.42 -0.497
C -4.6279 1.8448 -1.7796 -0.55 0.17 0.64 -0.654
C -2.0126 -3.8714 0.4619 -0.38 -1.26 -0.25 -0.647
C -1.9736 -0.4178 0.1842 -1.14 0.56 0.53 -0.200
C 3.7670 1.9126 -5.1133 0.21 0.11 0.43 -0.627
C 4.6942 0.5987 3.5358 -0.14 -0.48 0.11 -0.818
C 0.1624 4.3471 2.8901 0.03 -0.58 0.06 -1.099
C -2.9389 -5.8290 4.4023 -0.28 0.56 0.42 -0.682
C -1.6364 -2.8586 -0.6736 0.58 -0.52 0.48 -1.720
C -0.8992 -1.5244 -0.2368 -0.66 -0.33 -1.04 2.811
C -0.0748 -1.1240 -1.5283 1.04 0.34 0.51 -0.084
C 0.1622 -1.7025 0.9078 0.49 1.21 -0.44 -0.606
C 4.2307 -0.7128 0.5472 0.01 0.23 -0.08 -0.367
C -4.2015 0.7466 -0.7221 -0.09 -0.58 -1.01 -0.660
C -2.7494 0.1985 -1.0457 -0.38 0.07 -0.11 -1.150
C -2.3848 -6.4521 0.7492 1.17 0.33 0.63 -0.996
C -3.1090 -6.1207 2.0919 -0.89 -0.58 -0.47 -0.353
C -1.6872 2.7614 2.2103 0.26 2.02 0.15 -0.814
H -3.9516 -6.3027 4.3860 0.72 0.17 -0.11 0.305
H 1.1594 1.1431 -4.8461 -0.10 0.03 -0.09 0.360
H 0.8552 -0.8188 0.8465 -0.33 -0.96 0.00 0.383
H -3.4642 -0.3720 1.6371 -0.21 -0.20 -0.25 0.313
H -3.6439 -1.6152 0.5033 -0.08 0.22 0.22 0.374
H 1.3778 2.8386 -5.3772 0.03 -0.03 -0.04 0.454
H 7.5012 -0.7100 2.4498 -0.05 -0.01 0.08 0.242
H 1.3087 0.2955 -2.3946 -0.59 0.02 0.74 0.428
H 5.0813 1.6129 3.3959 -0.02 -0.02 -0.09 0.378
H 2.3037 5.6884 -5.5854 0.06 -0.04 -0.06 0.248
H 1.1456 3.8694 3.1238 -0.72 0.57 -0.15 0.226
H -3.0911 -4.7301 4.5598 0.08 -0.73 -0.14 0.238
H 0.3301 2.9972 1.1908 -0.79 0.31 -0.01 -0.056
H 0.2930 5.4370 2.7225 0.03 -0.76 0.03 0.335
H 3.9523 5.8519 -4.9478 -0.02 0.03 0.10 0.331
H -4.3804 4.9338 -0.7304 -0.03 -0.01 -0.05 0.290
H -4.9066 -0.1120 -0.8875 0.55 0.69 0.40 0.319
H -0.4563 -5.4536 0.9085 -0.56 0.34 -0.50 0.216
H -6.0483 3.4927 -1.7588 0.42 -0.31 0.71 0.326
H -2.3976 -6.2236 5.2904 -0.09 0.18 -0.84 0.249
H -3.8503 -6.9469 2.2879 0.52 0.59 -0.15 0.433
H -2.2166 1.0176 -1.5765 -0.05 -0.73 0.45 0.191
H 5.2375 3.0165 -6.2044 0.04 -0.03 0.03 0.372
H 3.2918 1.4772 -5.9977 -0.01 0.09 -0.02 0.369
H 2.7473 1.0228 2.7610 -0.03 -0.09 0.06 0.106
H -0.1588 1.1232 -1.8415 0.24 -0.87 0.32 -0.135
H -1.3983 2.4198 3.2294 -0.26 -0.41 -0.87 0.422
H -1.7570 -7.3586 0.9465 -0.61 0.54 -0.16 0.433
H -1.8376 -3.5395 1.5066 -0.04 0.11 -0.82 0.362
H 4.9440 3.6491 -4.5779 -0.07 -0.04 0.04 0.320
H 2.7991 4.7160 -4.1880 0.04 0.00 0.01 0.264
H 0.7788 -1.8463 -1.6109 -0.72 0.48 0.27 0.779
H -3.7136 -5.1769 2.0586 0.50 -0.59 -0.18 0.327
H 3.2887 -1.2262 0.3386 0.06 -0.17 -0.03 -0.042
H -1.1151 -5.5192 -0.7781 -0.04 0.27 0.75 0.287
H 4.3112 0.5226 4.5575 -0.04 0.04 -0.01 0.369
H 6.5395 0.5978 1.7412 -0.02 0.06 0.02 0.290
H -0.8188 4.4270 0.9551 0.09 -1.18 0.13 0.368
H -0.4565 4.2208 3.8157 0.37 0.17 -0.80 0.313
H -0.9365 -3.3861 -1.3747 -0.60 0.47 0.59 0.699
H 7.4041 0.8518 3.2876 0.04 0.08 -0.09 0.324
H 1.0885 0.6261 -0.6596 -0.35 -0.56 -0.50 -0.138
H 0.8478 2.4841 -3.7256 0.08 -0.03 0.02 0.204
H 4.8826 -1.3644 1.1344 -0.06 -0.02 0.03 0.332
H 4.7250 -0.4858 -0.3983 -0.06 0.08 0.03 0.247
H -2.5514 -2.6607 -1.2828 0.84 0.21 0.47 0.158
H -4.3502 1.0644 0.3299 0.30 0.14 -0.83 0.387
H 4.5157 1.2024 -4.7495 0.03 -0.01 -0.04 0.380
H -2.5230 3.4928 2.3689 0.55 -0.79 -0.21 0.382
H -2.9138 -0.6468 -1.7637 0.43 0.88 0.42 0.183
H -0.3765 1.0800 0.7647 -0.45 -0.53 0.33 -0.380
H -3.1183 -4.0611 0.3861 0.89 0.39 0.11 0.550
H 3.1652 -0.6952 2.7140 0.05 0.00 0.02 0.237
H -5.4913 3.0744 -0.0798 0.39 -0.10 -0.66 0.350
H -3.0892 -6.7372 -0.0686 0.23 0.49 0.77 0.313
H -3.8049 2.1225 -2.4798 -0.49 -0.18 0.64 0.384
H -5.4509 1.4416 -2.4221 0.70 0.21 0.52 0.389


105
Properties=species:S:1:pos:R:3:forces:R:3:mulliken_charge:R:1 method="wB97M-V/def2-TZVPD" homo_lumo_gap_ev=10.8 e_tot_ev=-85595.8539 homo_ev=-10.40
Si 0.8529 -4.7165 -0.2416 -0.27 -2.33 -0.71 0.569
Si 3.1686 -3.0099 -0.1761 0.74 -1.09 0.20 0.502
F 1.7732 -0.6638 2.8294 -0.13 -1.45 -1.18 -0.268
F 0.2465 -6.0140 -1.1629 1.16 2.18 1.74 -0.364
F 0.8863 -5.3139 1.3554 0.11 1.16 -2.74 -0.334
O 2.6841 5.3917 6.6758 0.16 0.09 0.04 -0.216
O -3.8943 1.0391 -7.1693 -0.01 0.00 0.00 -0.554
O 5.5480 -2.1139 -5.1550 -0.03 -0.02 -0.02 -0.537
O 2.4264 4.1287 3.1194 -0.10 0.04 -0.02 -0.550
O -5.1539 -0.0394 -8.7107 0.01 0.19 0.04 -0.315
O -1.7090 -3.2293 5.7478 -0.15 0.02 0.04 -0.357
O -3.6173 -3.3826 4.5387 0.04 0.01 0.02 -0.540
O 0.9842 2.6453 4.0371 -0.06 0.32 0.02 -0.328
O 2.4083 -4.4012 -0.8634 -1.73 1.10 2.01 -0.197
O -5.3036 2.1159 -8.5764 0.04 -0.18 0.01 -0.323
O 4.5512 -3.1611 -6.8976 -0.02 -0.04 0.17 -0.327
O 4.1943 -3.9106 -4.8980 0.04 0.11 -0.17 -0.338
O -3.6039 -3.1663 6.7926 0.16 -0.01 -0.13 -0.350
O 0.3212 4.6864 3.7429 -0.01 -0.11 0.00 -0.329
O 2.8669 7.1353 8.1087 0.02 -0.02 -0.03 -0.545
O 4.6563 6.1713 7.1110 -0.17 -0.05 -0.01 -0.302
C -4.5912 -1.2705 -8.2604 0.10 -0.40 0.06 -0.603
C -0.9750 -3.3318 4.5310 0.33 -0.08 -0.30 -0.437
C -3.2791 -0.3218 -0.5538 0.95 0.04 -0.11 -0.983
C -0.3978 -3.3035 -0.4557 -0.68 -0.28 0.20 0.285
C 2.7121 -2.6626 1.6399 -0.25 1.34 0.86 -0.810
C 0.4687 2.1642 -2.4773 -0.03 0.81 -0.52 -0.790
C -1.5987 -3.4719 0.5846 -0.82 -0.58 -0.37 -0.093
C 0.5766 6.0180 3.3007 -0.01 0.38 -0.08 -0.646
C 1.5318 -1.5918 1.7902 0.12 -1.40 -0.38 0.881
C 1.9975 1.6420 3.9311 0.36 0.02 0.28 -0.525
C -5.0300 -3.1962 6.7708 -0.42 0.00 0.10 -0.621
C -2.2461 0.7640 -2.6424 -0.28 -1.34 -0.46 -0.880
C 1.2698 5.4294 6.8615 -0.43 -0.13 0.02 -0.658
C 1.3550 3.8475 3.5850 -0.08 -0.19 0.06 0.864
C -2.9872 -2.9072 0.0541 -0.24 0.59 1.00 -0.909
C -3.0366 -3.2709 5.5863 0.08 0.03 0.24 0.762
C 5.4955 7.1005 7.7938 0.31 0.21 0.14 -0.637
C -4.7013 1.0386 -8.0608 -0.19 0.00 -0.21 0.841
C -2.1599 -0.5085 -1.6739 -1.26 1.43 -0.24 0.509
C -3.2282 -1.4163 0.5926 -0.94 0.34 -0.61 -0.444
C 4.8375 -2.9737 -5.6042 -0.15 -0.19 -0.08 0.747
C -4.9121 3.3476 -7.9725 0.05 0.40 0.11 -0.610
C -0.0666 1.6970 -3.8890 0.45 -0.79 -0.08 -0.473
C 3.3525 6.3166 7.3738 0.10 -0.19 -0.17 0.736
C 5.1752 -2.2246 -7.7741 0.13 0.21 -0.32 -0.625
C -1.2114 0.6005 -3.8380 -0.34 0.44 -0.07 -0.383
C 4.4111 -3.8301 -3.4907 0.02 -0.17 0.40 -0.593
H 1.3951 6.4628 3.8693 0.06 -0.10 -0.15 0.274
H -5.0295 -2.0700 -8.8558 -0.10 0.24 -0.08 0.206
H -0.3902 2.5582 -4.5446 0.31 -0.72 0.98 0.284
H -0.3172 2.7404 -1.9095 0.82 -0.72 -0.48 0.261
H -2.1685 1.7341 -2.0838 0.10 -0.97 -0.50 0.324
H -1.2100 -2.4983 3.8660 -0.12 -0.11 0.02 0.161
H -5.3769 -3.1045 7.7989 0.28 0.00 -0.01 0.219
H 4.8726 -2.4728 -8.7904 -0.12 -0.18 0.18 0.219
H -1.4056 -2.9990 1.5846 0.05 -0.44 -1.00 -0.585
H 2.5326 -3.5776 2.2694 0.06 0.88 -0.68 0.314
H -0.7551 -0.4317 -3.7903 -0.38 1.06 0.08 0.285
H 1.5889 0.7187 4.3251 -0.23 0.34 0.10 0.210
H 5.4675 -3.9680 -3.2550 -0.05 0.19 -0.04 0.349
H -3.2883 0.7187 -3.0848 1.06 0.25 0.52 0.423
H 3.8451 -4.6329 -3.0206 -0.05 0.00 -0.28 0.266
H 4.8446 -1.2090 -7.5516 0.14 -0.06 0.09 0.290
H 5.4057 6.9791 8.8743 -0.12 0.11 -0.08 0.290
H -4.2938 -0.2739 -1.0572 1.12 -0.24 0.56 0.295
H 1.0127 5.2414 7.9049 0.04 0.19 -0.04 0.375
H 4.0500 -2.8765 -3.1004 0.18 0.02 -0.09 0.211
H -5.1687 3.3556 -6.9122 0.16 -0.07 -0.05 0.284
H 2.9972 -1.7854 -0.9742 -0.42 0.00 -0.11 -0.125
H 2.8720 1.9154 4.5252 -0.02 0.14 -0.16 0.316
H -0.3258 6.6023 3.4770 -0.04 -0.26 0.08 0.235
H -5.4614 4.1465 -8.4682 -0.07 -0.24 -0.11 0.211
H -3.0988 -2.9759 -1.0666 0.33 0.12 1.18 0.442
H -5.4243 -2.3577 6.1951 0.05 -0.15 -0.09 0.293
H 0.8121 1.2174 -4.4228 -0.95 0.62 0.44 0.254
H 0.0591 -2.2787 -0.4642 -0.43 -0.93 0.15 -0.336
H 6.5241 6.8887 7.5054 -0.17 -0.17 -0.13 0.225
H -3.0935 0.7095 -0.1188 -0.36 -1.16 -0.28 0.297
H 0.8335 4.6406 6.2511 0.26 0.01 -0.01 0.131
H 4.6233 -3.2884 -0.1971 -0.15 -0.16 -0.09 -0.270
H -3.8381 -3.5170 0.4802 1.11 0.41 -0.41 0.382
H 0.6179 -2.1874 2.0491 0.53 0.91 -0.19 -0.445
H -2.4092 -1.4003 -2.3252 0.62 0.83 0.84 0.251
H -1.1273 -0.5669 -1.2363 -0.95 -0.15 -0.35 -0.346
H 3.6176 -2.1507 2.1019 -0.80 -0.61 -0.74 0.522
H 1.3668 -1.0270 0.8235 0.22 -0.35 1.25 -0.099
H -3.5106 -1.2781 -8.4105 -0.06 0.07 0.15 0.285
H -5.3894 -4.1435 6.3663 0.04 0.13 -0.11 0.290
H -2.4807 -1.1124 1.3818 -0.55 -0.47 -0.92 0.244
H 0.8533 1.3220 -1.8432 -0.47 0.64 -0.63 0.042
H -1.7783 -4.5726 0.7987 0.49 1.15 -0.31 0.409
H -3.8442 3.5223 -8.1113 -0.05 -0.10 0.14 0.287
H 0.0854 -3.2880 4.7766 -0.14 0.03 0.25 0.262
H 6.2615 -2.2989 -7.7073 -0.08 0.11 0.12 0.292
H 0.7970 6.0338 2.2324 0.14 -0.03 0.11 0.293
H 0.8632 6.3868 6.5313 0.05 0.00 0.18 0.307
H -4.8351 -1.4449 -7.2114 0.14 0.10 -0.04 0.280
H -4.2376 -1.3802 1.1086 1.18 -0.10 -0.45 0.327
H 2.2735 1.4844 2.8912 0.06 0.21 0.13 0.228
H -1.1745 -4.2854 4.0391 -0.11 0.13 -0.06 0.317
H -0.8663 -3.4420 -1.4811 0.80 0.05 1.02 0.554
H 5.2562 8.1236 7.5004 -0.09 -0.07 0.14 0.286
H -1.8028 0.6300 -4.8044 0.82 0.00 0.97 0.126
H 1.3246 2.8878 -2.6392 -0.87 -0.84 0.22 0.369